Record 1
Formula: C36H88N4O10
Source: the OMol25 dataset
Level of theory: ωB97M-V/def2-TZVPD

Geometry as XYZ:
```
138
C36H88N4O10 | the OMol25 dataset | ωB97M-V/def2-TZVPD
C 3.312 -2.475 4.851
C 4.164 -3.698 4.484
C 5.354 -3.676 5.467
C 6.113 -5.008 5.444
C 5.140 -6.139 5.707
C 3.972 -6.216 4.714
N 3.357 -4.885 4.741
O 2.219 -4.931 3.878
C 4.508 -6.672 3.357
C 2.969 -7.238 5.222
C 4.677 -3.465 3.050
H 3.230 -2.337 5.936
H 2.277 -2.574 4.511
H 3.636 -1.491 4.508
H 6.020 -2.908 5.059
H 5.038 -3.392 6.468
H 6.843 -5.028 6.255
H 6.590 -5.116 4.470
H 4.767 -6.169 6.736
H 5.699 -7.085 5.661
H 5.210 -7.499 3.469
H 3.710 -7.051 2.708
H 4.979 -5.910 2.743
H 2.100 -7.280 4.568
H 3.414 -8.233 5.280
H 2.624 -6.971 6.223
H 4.641 -2.408 2.805
H 4.080 -4.014 2.317
H 5.674 -3.874 2.864
H 1.548 -4.415 4.334
C -4.184 1.544 -1.324
C -4.769 2.752 -2.047
C -3.769 3.894 -1.792
C -3.928 5.072 -2.738
C -3.851 4.595 -4.187
C -4.889 3.519 -4.509
N -4.805 2.478 -3.475
O -5.669 1.391 -3.762
C -6.295 4.131 -4.616
C -4.514 2.862 -5.845
C -6.127 3.130 -1.455
H -3.141 1.346 -1.537
H -4.807 0.666 -1.537
H -4.390 1.658 -0.254
H -3.966 4.280 -0.787
H -2.788 3.421 -1.825
H -3.050 5.718 -2.595
H -4.778 5.721 -2.537
H -2.838 4.299 -4.456
H -4.159 5.453 -4.798
H -6.453 4.910 -3.871
H -6.390 4.621 -5.588
H -7.038 3.345 -4.500
H -4.278 3.636 -6.574
H -3.742 2.106 -5.712
H -5.384 2.320 -6.230
H -6.895 2.398 -1.724
H -6.495 4.082 -1.837
H -6.100 3.149 -0.364
H -5.089 0.701 -4.101
C 1.411 -2.899 1.143
C 0.453 -1.712 0.895
C 1.284 -0.526 0.383
C 1.519 -0.592 -1.133
C 0.195 -0.737 -1.837
C -0.678 -1.957 -1.457
N -0.618 -2.080 -0.015
O -1.548 -2.976 0.537
C -2.075 -1.611 -1.961
C -0.105 -3.219 -2.095
C -0.097 -1.324 2.265
H 0.907 -3.780 1.541
H 2.191 -2.652 1.865
H 1.918 -3.201 0.223
H 0.720 0.391 0.582
H 2.247 -0.536 0.892
H 2.157 -1.461 -1.322
H 2.010 0.330 -1.443
H 0.425 -0.860 -2.906
H -0.389 0.187 -1.785
H -2.798 -2.410 -1.794
H -2.416 -0.622 -1.674
H -1.952 -1.544 -3.050
H 0.910 -3.451 -1.766
H -0.657 -4.044 -1.626
H -0.165 -3.298 -3.180
H 0.745 -1.125 2.935
H -0.612 -2.174 2.716
H -0.742 -0.445 2.254
H -2.365 -2.476 0.638
C -0.588 3.251 0.739
C 0.265 4.512 0.923
C 0.700 4.953 -0.467
C 1.136 6.401 -0.565
C 0.052 7.327 -0.054
C -0.363 6.989 1.377
N -0.557 5.546 1.530
O -0.977 5.207 2.834
C 0.701 7.512 2.372
C -1.714 7.653 1.656
C 1.482 4.170 1.788
H -1.559 3.599 0.384
H -0.792 2.740 1.685
H -0.052 2.560 0.090
H 1.492 4.315 -0.862
H -0.159 4.838 -1.142
H 1.408 6.679 -1.590
H 2.091 6.571 -0.050
H -0.826 7.300 -0.708
H 0.404 8.359 -0.073
H 1.497 6.782 2.505
H 1.228 8.364 1.929
H 0.297 7.821 3.332
H -1.914 7.766 2.724
H -1.875 8.622 1.180
H -2.542 7.033 1.292
H 1.155 3.999 2.815
H 2.316 4.870 1.766
H 1.905 3.210 1.463
H -1.905 4.995 2.694
O 1.455 -5.176 -5.016
H 1.458 -4.748 -4.154
H 2.346 -5.040 -5.353
O -0.714 -5.996 1.316
H -1.541 -6.304 0.937
H -0.581 -5.128 0.918
O 4.157 -2.782 -3.994
H 3.268 -2.617 -3.663
H 4.301 -2.075 -4.629
O -2.244 -1.668 -5.779
H -1.421 -1.187 -5.667
H -1.985 -2.530 -6.120
O 1.215 -2.340 -5.246
H 0.665 -1.609 -5.536
H 1.061 -3.044 -5.887
O 0.707 -6.460 -1.542
H 0.183 -6.914 -0.874
H 0.210 -6.562 -2.359
```

As for the molar mass: 737.12 g/mol. Its spin multiplicity is 1. For the highest occupied orbital energy, the calculation gives -7.98 eV. Its frontier orbital gap is 7.88 eV. The total energy comes out at -65189.993 eV. As for the SMILES: CC1(C)CCCC(C)(C)N1O.CC1(C)CCCC(C)(C)N1O.CC1(C)CCCC(C)(C)N1O.CC1(C)CCCC(C)(C)N1O.O.O.O.O.O.O.

=====

Record 2
Formula: C36H89N12O9P4
Source: the OMol25 dataset
Level of theory: ωB97M-V/def2-TZVPD

Geometry as XYZ:
```
150
C36H89N12O9P4 | the OMol25 dataset | ωB97M-V/def2-TZVPD
C 0.878 0.392 -3.137
C 2.005 -0.684 -3.681
C 2.546 -1.735 -2.540
N 1.560 -2.899 -2.272
N 0.432 -2.820 -3.015
C -0.615 -3.849 -2.816
C -2.001 -3.728 -3.744
C -2.255 -2.086 -3.904
C -3.853 -1.697 -4.068
C -4.519 -1.435 -2.569
C -5.619 -0.182 -2.664
O -6.339 -0.111 -1.353
C -6.658 1.316 -1.034
C -0.369 -5.024 -1.716
O -1.448 -6.021 -1.505
C -1.543 -6.436 -0.098
C -1.918 -5.234 0.958
N -1.395 -5.674 2.340
C 0.109 -5.431 2.430
C 0.639 -5.196 3.989
C 1.772 -3.974 4.088
O 1.317 -6.404 4.544
C 1.032 -5.121 -0.864
C 2.068 -3.864 -1.246
P 3.750 -3.775 -0.310
O 4.993 -3.461 -1.245
O 4.142 -5.313 0.486
O 3.601 -2.601 1.005
H 0.265 -0.102 -2.271
H 0.123 0.547 -4.048
H 1.306 1.456 -2.892
H 1.675 -1.213 -4.700
H 2.950 -0.023 -3.988
H 3.499 -2.270 -3.019
H 2.782 -1.178 -1.538
H -1.846 -4.216 -4.821
H -2.918 -4.276 -3.266
H -1.585 -1.701 -4.811
H -1.882 -1.521 -2.922
H -4.467 -2.474 -4.713
H -3.865 -0.629 -4.601
H -3.711 -1.063 -1.773
H -5.057 -2.412 -2.203
H -4.988 0.809 -2.865
H -6.375 -0.311 -3.549
H -5.942 1.688 -0.166
H -7.780 1.309 -0.635
H -6.575 2.024 -1.965
H -0.602 -7.065 0.283
H -2.451 -7.209 -0.044
H -3.077 -5.027 1.051
H -1.406 -4.206 0.741
H -1.814 -4.952 2.993
H 0.465 -4.477 1.829
H 0.743 -6.337 2.016
H -0.289 -4.916 4.670
H 1.320 -3.000 3.610
H 2.764 -4.264 3.506
H 2.056 -3.723 5.211
H 2.233 -6.514 4.146
H 1.263 -5.943 -0.064
H 3.304 -5.824 0.688
H 2.630 -2.477 1.252
O 0.438 1.444 0.901
P 0.185 1.998 2.324
N 0.795 0.581 3.068
C 0.333 -0.044 4.299
C 2.260 0.503 3.040
N -1.522 1.872 2.106
C -2.182 0.572 2.146
C -2.003 2.583 0.907
N -0.104 2.635 3.961
C -1.417 2.828 4.574
C 0.669 3.872 4.127
H 0.681 0.487 5.194
H 0.702 -1.075 4.365
H -0.749 -0.125 4.359
H 2.700 1.169 3.793
H 2.653 0.801 2.063
H 2.613 -0.516 3.220
H -1.649 -0.183 1.562
H -3.211 0.627 1.770
H -2.294 0.221 3.172
H -1.850 1.993 -0.007
H -1.479 3.537 0.787
H -3.070 2.811 0.996
H -2.037 3.541 4.021
H -1.311 3.208 5.598
H -1.957 1.884 4.681
H 0.241 4.687 3.542
H 1.703 3.723 3.795
H 0.717 4.175 5.180
O -4.504 5.191 5.204
P -5.053 6.479 4.544
N -5.467 7.170 6.055
C -6.608 8.021 6.358
C -4.306 7.688 6.786
N -6.396 5.612 3.894
C -7.499 5.197 4.754
C -5.993 4.446 3.088
N -5.685 7.960 3.785
C -6.913 8.051 2.998
C -4.602 8.596 3.024
H -6.468 9.052 6.009
H -6.776 8.062 7.442
H -7.542 7.652 5.941
H -3.974 8.645 6.362
H -3.462 6.993 6.733
H -4.527 7.830 7.847
H -7.151 4.751 5.690
H -8.153 4.472 4.255
H -8.158 6.036 4.979
H -5.747 3.579 3.716
H -5.116 4.682 2.477
H -6.794 4.157 2.399
H -6.885 7.421 2.103
H -7.084 9.084 2.669
H -7.794 7.797 3.592
H -4.362 8.026 2.126
H -3.694 8.663 3.635
H -4.864 9.622 2.737
O 6.513 -0.686 -4.682
P 7.714 -1.473 -5.261
N 7.167 -1.276 -6.872
C 7.285 -2.223 -7.971
C 7.415 0.069 -7.402
N 7.109 -2.947 -4.599
C 5.964 -3.619 -5.205
C 6.868 -2.870 -3.147
N 9.096 -2.377 -5.927
C 9.309 -3.817 -5.792
C 10.335 -1.689 -5.545
H 8.296 -2.249 -8.396
H 6.595 -1.956 -8.781
H 7.014 -3.239 -7.693
H 8.472 0.191 -7.674
H 7.173 0.837 -6.661
H 6.798 0.277 -8.280
H 5.153 -2.925 -5.441
H 5.562 -4.403 -4.551
H 6.256 -4.153 -6.109
H 5.911 -2.383 -2.916
H 7.664 -2.305 -2.652
H 6.861 -3.871 -2.703
H 9.412 -4.129 -4.747
H 10.223 -4.121 -6.318
H 8.509 -4.391 -6.265
H 10.542 -1.809 -4.481
H 10.256 -0.616 -5.756
H 11.193 -2.061 -6.120
```

As for the molar mass: 958.08 g/mol. Its charge is +1. Its spin multiplicity is 1. For the highest occupied orbital energy, the calculation gives -9.34 eV. Its frontier orbital gap is 4.45 eV. The total energy comes out at -112209.681 eV.

=====

Record 3
Formula: C36H90F2N7O20S3Sn
Source: the OMol25 dataset
Level of theory: ωB97M-V/def2-TZVPD

Geometry as XYZ:
```
159
C36H90F2N7O20S3Sn | the OMol25 dataset | ωB97M-V/def2-TZVPD
Sn 0.313 -3.687 -0.778
S 0.211 -0.130 0.055
O -0.199 0.374 -1.240
O -0.798 -1.042 0.575
O 1.356 -0.992 -0.152
O 0.482 1.029 0.885
N -0.075 3.787 -4.061
S 0.329 4.227 -5.417
O -0.550 5.070 -6.175
O 1.225 3.296 -6.141
F 1.401 5.341 -4.970
S -1.318 2.789 -4.664
O -0.906 1.690 -5.556
O -2.677 3.327 -4.708
F -1.339 1.982 -3.238
C 0.726 -5.102 -4.360
O 0.197 -3.916 -3.818
C -0.353 -2.894 -4.648
C -0.443 -1.503 -4.043
N -1.259 -1.516 -2.836
C -2.698 -1.265 -3.058
C -3.436 -1.085 -1.806
O -4.856 -0.797 -2.087
C -5.542 -0.432 -0.875
H 1.241 -5.760 -3.661
H 1.464 -4.853 -5.123
H 0.004 -5.761 -4.843
H -1.276 -3.223 -5.126
H 0.300 -2.748 -5.508
H -0.654 -0.721 -4.773
H 0.517 -1.166 -3.652
H -0.929 -0.693 -2.351
H -3.173 -2.079 -3.605
H -2.816 -0.356 -3.648
H -2.918 -0.303 -1.252
H -3.431 -1.973 -1.174
H -4.962 0.324 -0.344
H -5.777 -1.356 -0.346
H -6.481 0.064 -1.121
C 3.963 -5.498 -1.850
O 3.209 -4.353 -2.193
C 3.867 -3.076 -2.211
C 4.506 -2.665 -0.881
N 3.512 -2.534 0.173
C 4.167 -2.429 1.470
C 3.337 -1.963 2.611
O 4.235 -1.482 3.578
C 3.593 -1.002 4.757
H 4.057 -5.606 -0.769
H 4.961 -5.480 -2.288
H 3.473 -6.444 -2.081
H 3.150 -2.310 -2.506
H 4.616 -3.123 -3.002
H 5.010 -1.703 -0.972
H 5.253 -3.418 -0.631
H 2.881 -1.770 -0.021
H 5.075 -1.834 1.367
H 4.559 -3.423 1.686
H 2.643 -2.714 2.987
H 2.648 -1.186 2.279
H 4.334 -0.641 5.470
H 3.119 -1.842 5.266
H 2.956 -0.137 4.573
C -0.651 -1.676 5.765
O -0.001 -0.449 5.364
C -0.155 -0.046 4.063
C -1.541 0.300 3.623
N -2.243 -0.778 2.907
C -3.652 -0.515 2.529
C -4.602 0.025 3.566
O -5.925 -0.267 3.220
C -6.905 0.266 4.082
H -0.457 -1.690 6.837
H -0.284 -2.623 5.369
H -1.710 -1.462 5.620
H 0.296 -0.852 3.485
H 0.476 0.834 3.945
H -1.500 1.194 3.000
H -2.111 0.560 4.515
H -1.768 -0.929 2.029
H -4.121 -1.399 2.096
H -3.684 0.061 1.605
H -4.475 1.091 3.757
H -4.423 -0.334 4.580
H -6.890 1.352 4.176
H -6.739 -0.193 5.057
H -7.941 0.014 3.853
C 1.018 9.363 0.055
O 0.933 8.345 -0.918
C -0.377 8.302 -1.433
C -0.584 7.300 -2.522
N -0.834 5.885 -2.177
C -2.194 5.935 -1.663
C -2.925 4.676 -1.354
O -1.997 3.776 -0.612
C -2.547 2.568 -0.307
H 2.062 9.438 0.357
H 0.362 9.154 0.901
H 0.743 10.359 -0.291
H -0.481 9.301 -1.856
H -1.122 8.168 -0.650
H 0.354 7.354 -3.074
H -1.407 7.643 -3.150
H -0.743 5.350 -3.029
H -2.896 6.519 -2.258
H -2.326 6.469 -0.722
H -3.141 4.251 -2.334
H -3.830 4.872 -0.780
H -1.832 1.948 0.234
H -2.817 2.080 -1.244
H -3.438 2.679 0.312
C -3.299 -5.213 -2.143
O -2.791 -4.474 -1.042
C -3.631 -4.320 0.033
C -2.856 -3.697 1.211
N -1.621 -4.370 1.565
C -1.005 -3.801 2.741
C 0.250 -4.588 3.196
O 1.236 -4.487 2.129
C 2.305 -5.404 2.395
H -3.020 -6.266 -2.165
H -2.997 -4.718 -3.066
H -4.387 -5.152 -2.108
H -4.076 -5.289 0.256
H -4.520 -3.762 -0.262
H -3.494 -3.637 2.092
H -2.741 -2.664 0.885
H -1.960 -5.257 1.909
H -1.708 -3.794 3.574
H -0.705 -2.765 2.584
H -0.050 -5.634 3.265
H 0.733 -4.268 4.120
H 2.796 -5.386 3.368
H 3.028 -5.163 1.616
H 2.048 -6.460 2.310
C 4.115 4.359 4.040
O 4.223 3.761 2.752
C 3.323 2.628 2.604
C 3.570 1.950 1.260
N 3.640 2.872 0.135
C 4.662 2.502 -0.894
C 4.149 1.305 -1.759
O 3.129 1.735 -2.611
C 2.657 0.679 -3.486
H 4.212 3.696 4.900
H 3.095 4.733 4.122
H 4.783 5.209 4.179
H 2.271 2.898 2.513
H 3.382 1.970 3.471
H 2.945 1.086 1.036
H 4.501 1.423 1.469
H 3.872 3.801 0.455
H 5.575 2.316 -0.329
H 4.876 3.370 -1.517
H 3.878 0.475 -1.106
H 5.008 0.950 -2.329
H 1.786 1.061 -4.018
H 2.367 -0.164 -2.859
H 3.444 0.419 -4.194
```

As for the molar mass: 1194.05 g/mol. Its charge is -1. Its spin multiplicity is 1. For the highest occupied orbital energy, the calculation gives -5.46 eV. Its frontier orbital gap is 5.47 eV. The total energy comes out at -133932.490 eV.